(1)
{
  "formula": "C4H25NO9",
  "method": "ωB97M-V/def2-TZVPD",
  "species": ["C", "C", "C", "O", "N", "C", "O", "H", "H", "H", "H", "H", "H", "H", "H", "H", "H", "H", "H", "H", "O", "H", "H", "O", "H", "H", "O", "H", "H", "O", "H", "H", "O", "H", "H", "O", "H", "H", "O"],
  "xyz": [[1.573, 1.581, -0.131], [0.290, 0.776, 0.140], [0.238, 0.482, 1.657], [-1.037, 0.497, 2.302], [0.184, -0.531, -0.462], [-1.042, -0.916, -1.217], [-1.442, 0.214, -2.020], [1.634, 2.030, -1.129], [1.737, 2.270, 0.695], [2.453, 0.919, -0.321], [-0.511, 1.497, -0.134], [0.814, 1.198, 2.241], [0.763, -0.462, 1.782], [-1.788, 1.033, 1.903], [0.868, -0.746, -1.191], [-0.871, -1.741, -1.903], [-1.799, -1.056, -0.446], [-0.676, 0.517, -2.536], [-2.691, 2.126, -1.226], [-4.158, 2.361, -0.951], [-3.321, 2.839, -0.984], [3.096, -1.845, -0.982], [4.060, -0.965, -1.867], [3.136, -1.261, -1.757], [2.586, -3.233, -0.184], [1.464, -2.463, 0.385], [2.437, -2.369, 0.231], [2.236, 1.180, -3.543], [2.074, -0.274, -3.020], [1.578, 0.499, -3.338], [-1.582, -0.946, 2.826], [-1.077, -1.686, 4.033], [-1.626, -1.846, 3.252], [-0.254, -1.977, 0.586], [-0.512, -2.626, 1.937], [-0.147, -2.832, 1.042], [-2.651, 3.057, 2.062], [-3.098, 2.441, 0.653], [-2.940, 2.258, 1.617]],
  "orbital_gap_ev": 9.8,
  "energy_ha": -899.283887,
  "spin_multiplicity": 1,
  "max_force_ev_per_a": 3.67,
  "relative_energy_kcal_mol": 35.0,
  "smiles": "C[C@H](CO)NCO.O.O.O.O.O.O.O",
  "lumo_ev": 0.4
}

(2)
{
  "formula": "C6H7LiO6Pr",
  "method": "ωB97M-V/def2-TZVPD",
  "species": ["Pr", "O", "O", "C", "C", "O", "C", "H", "H", "H", "H", "Li", "O", "O", "C", "C", "O", "C", "H", "H", "H"],
  "xyz": [[3.295, -0.403, 1.375], [1.296, 1.140, 1.189], [0.836, 1.961, -0.873], [-0.500, 2.356, -0.505], [-1.513, 1.340, -1.017], [2.669, 0.801, -0.480], [1.602, 1.305, -0.037], [-0.563, 2.480, 0.581], [-0.658, 3.324, -0.991], [-1.394, 1.191, -2.096], [-2.513, 1.756, -0.831], [-0.032, -0.094, 1.976], [-1.562, 0.020, 0.966], [-1.156, -1.020, -0.961], [-0.396, -3.001, 0.323], [0.862, -2.365, 0.296], [1.270, -1.571, 1.221], [-1.419, 0.010, -0.280], [-0.912, -3.112, 1.276], [-0.636, -3.690, -0.484], [1.424, -2.427, -0.646]],
  "orbital_gap_ev": [5.3, 6.5],
  "energy_ha": -1208.271787,
  "spin_multiplicity": 4,
  "max_force_ev_per_a": 3.82,
  "s2": 3.764,
  "relative_energy_kcal_mol": 4.1,
  "lumo_ev": [-10.8, -9.5],
  "charge": 2
}

(3)
{
  "formula": "C6H5NO2",
  "method": "ωB97M-V/def2-TZVPD",
  "species": ["C", "C", "C", "C", "C", "C", "N", "O", "O", "H", "H", "H", "H", "H"],
  "xyz": [[-0.312, 0.190, 0.825], [-0.230, 0.926, -0.294], [0.466, -0.977, 1.165], [0.788, 1.065, -1.308], [0.513, -1.908, 0.251], [0.356, -2.415, -1.002], [1.384, 0.473, -2.237], [1.685, -0.685, -2.611], [1.292, -2.286, -1.869], [-0.855, 0.464, 1.664], [-1.070, 1.491, -0.500], [0.739, -1.178, 2.177], [1.027, 2.162, -1.412], [-0.343, -3.291, -1.157]],
  "orbital_gap_ev": [7.6, 8.6],
  "energy_ha": -436.552433,
  "spin_multiplicity": 1,
  "max_force_ev_per_a": 2.87,
  "relative_energy_kcal_mol": 215.6,
  "lumo_ev": [-1.2, -0.4]
}

(4)
{
  "formula": "C11H21NO8S",
  "method": "ωB97M-V/def2-TZVPD",
  "species": ["C", "C", "C", "N", "C", "C", "C", "O", "C", "O", "S", "O", "O", "O", "H", "H", "H", "H", "H", "H", "H", "H", "H", "H", "H", "H", "H", "C", "C", "O", "C", "O", "O", "C", "H", "H", "H", "H", "H", "H", "H", "H"],
  "xyz": [[2.617, -2.462, 2.290], [1.612, -1.475, 1.443], [1.937, -1.230, -0.158], [0.530, -0.937, 2.095], [-0.782, -1.491, 1.582], [-1.058, -3.107, 1.584], [-0.453, -3.915, 0.288], [-0.871, -5.356, 0.326], [-1.828, -0.989, 2.787], [-2.629, 0.227, 2.425], [-2.946, -0.149, 0.760], [-4.160, -1.124, 0.921], [-3.304, 1.185, 0.061], [-1.407, -0.859, 0.379], [1.993, -3.451, 2.520], [3.553, -2.840, 1.655], [3.001, -2.019, 3.305], [0.979, -1.631, -0.742], [2.807, -1.978, -0.442], [2.185, -0.120, -0.437], [-0.757, -3.594, 2.631], [-2.243, -3.239, 1.528], [0.733, -3.948, 0.402], [-0.661, -3.403, -0.743], [-1.863, -5.369, 0.466], [-2.484, -1.835, 3.298], [-1.099, -0.669, 3.676], [-1.424, 2.354, -1.813], [-0.530, 3.079, -0.822], [0.804, 3.200, -1.331], [0.991, 4.172, -2.260], [0.139, 4.940, -2.678], [2.286, 4.127, -2.661], [2.595, 5.040, -3.711], [-0.984, 1.392, -2.097], [-2.415, 2.179, -1.385], [-1.546, 2.932, -2.735], [-0.465, 2.494, 0.101], [-0.936, 4.061, -0.553], [2.294, 6.061, -3.455], [2.111, 4.717, -4.639], [3.678, 5.029, -3.864]],
  "orbital_gap_ev": 8.7,
  "energy_ha": -1486.322477,
  "spin_multiplicity": 1,
  "max_force_ev_per_a": 6.46,
  "smiles": "CC(C)=N[C@@]1(CCO)COS(=O)(=O)O1.CCOC(=O)OC",
  "lumo_ev": -0.9
}

(5)
{
  "formula": "C4H7O2",
  "method": "ωB97M-V/def2-TZVPD",
  "species": ["C", "C", "C", "C", "O", "O", "H", "H", "H", "H", "H", "H", "H"],
  "xyz": [[0.124, -0.942, -0.385], [-0.772, 1.429, -0.380], [-0.986, 1.393, 1.092], [1.462, -1.602, -0.341], [-0.970, -1.332, -0.553], [0.310, 0.502, -0.065], [-1.627, 1.054, -0.878], [-0.415, 2.336, -0.645], [-0.355, 1.977, 1.759], [-1.622, 0.490, 1.484], [2.034, -0.763, -0.718], [1.510, -2.002, 0.674], [1.308, -2.541, -1.043]],
  "orbital_gap_ev": 9.3,
  "energy_ha": -306.698873,
  "spin_multiplicity": 1,
  "max_force_ev_per_a": 3.60,
  "relative_energy_kcal_mol": 59.1,
  "lumo_ev": -6.8,
  "charge": 1
}

(6)
{
  "formula": "C9H3Cl5IrN4O",
  "method": "ωB97M-V/def2-TZVPD",
  "species": ["Ir", "Cl", "C", "C", "C", "Cl", "C", "Cl", "C", "Cl", "C", "Cl", "O", "N", "C", "C", "N", "C", "N", "N", "H", "H", "H"],
  "xyz": [[-0.166, -0.668, -1.146], [-2.325, -1.613, -0.317], [-1.108, -2.779, 0.194], [0.111, -2.306, -0.288], [1.370, -3.108, 0.006], [3.657, -2.487, 1.202], [1.085, -4.437, 0.703], [2.403, -5.484, 0.891], [-0.140, -4.774, 1.156], [-0.413, -6.237, 1.991], [-1.299, -3.913, 0.905], [-2.831, -4.343, 1.452], [2.026, -2.180, 0.873], [2.135, -3.368, -1.204], [2.318, -2.405, -2.004], [1.729, -1.073, -1.803], [1.755, 0.108, -1.622], [3.101, -2.589, -3.200], [3.740, -2.709, -4.145], [-0.809, 1.329, -1.820], [-0.634, 2.003, -1.077], [-1.779, 1.434, -2.101], [-0.232, 1.624, -2.604]],
  "orbital_gap_ev": [6.6, 6.6],
  "energy_ha": -3043.882308,
  "spin_multiplicity": 1,
  "max_force_ev_per_a": 0.10,
  "relative_energy_kcal_mol": 0.0,
  "lumo_ev": [-6.0, -6.0],
  "charge": 1
}